C23H32BIrN8O | wB97M-V/def2-TZVPD

Last column: Löwdin spin population.
Geometry (Å):
Ir  0.38855  0.27268  -0.39297  0.3339
C  -0.73494  3.07535  -2.27298  0.0000
C  -1.60210  2.49019  -1.21092  0.0011
C  -2.82058  2.96645  -0.75340  0.0061
C  -3.21204  2.13562  0.29127  0.0106
C  -4.43814  2.18888  1.13244  0.0020
N  -2.25180  1.21040  0.44978  0.0007
N  -1.26980  1.41035  -0.47116  0.0172
B  -2.07989  0.06687  1.43841  -0.0027
N  -0.81610  0.31313  2.25271  0.0006
N  0.35197  0.55983  1.59576  0.0057
C  1.27819  0.91707  2.50822  0.0002
C  2.65575  1.38214  2.17582  0.0003
C  0.69218  0.85407  3.76556  0.0016
C  -0.62904  0.47882  3.57543  0.0037
C  -1.71191  0.31045  4.58264  0.0008
N  -1.79992  -1.21856  0.55556  0.0074
N  -0.70585  -1.26081  -0.25866  0.2661
C  -0.67700  -2.48762  -0.93191  0.0077
C  0.39675  -2.93186  -1.85999  -0.0042
C  -1.78670  -3.16804  -0.54473  0.1078
C  -2.48613  -2.35034  0.39864  0.1531
C  -3.74144  -2.64898  1.10916  0.0313
H  -1.25085  3.91693  -2.72916  0.0000
H  -0.51175  2.35793  -3.06043  0.0002
H  0.19837  3.46206  -1.85553  -0.0002
H  -3.35808  3.81980  -1.13250  0.0002
H  -5.04447  3.04374  0.84558  0.0000
H  -4.18661  2.28680  2.18876  0.0006
H  -5.04164  1.28900  1.00828  0.0007
H  -3.03400  -0.10311  2.11909  -0.0003
H  2.77463  1.62827  1.12247  0.0003
H  3.40270  0.63614  2.45177  -0.0001
H  2.87381  2.28460  2.74582  0.0001
H  1.16155  1.09890  4.70408  0.0000
H  -1.30005  0.40818  5.58349  0.0000
H  -2.18529  -0.66765  4.50101  0.0003
H  -2.48181  1.07289  4.45793  0.0003
H  1.25803  -2.27569  -1.84831  -0.0002
H  0.00361  -2.98744  -2.87555  -0.0009
H  0.72104  -3.93514  -1.58221  -0.0007
H  -2.08573  -4.15440  -0.86318  0.0035
H  -4.10942  -3.63488  0.83978  -0.0004
H  -4.50254  -1.90349  0.86235  0.0117
H  -3.58803  -2.60373  2.19070  0.0109
C  0.91908  -0.09496  -4.76712  0.0004
C  1.26944  0.25381  -3.36142  0.0007
O  0.38400  0.15789  -2.46431  0.0089
N  2.50370  0.66251  -3.09458  -0.0001
C  2.98668  1.02450  -1.77044  -0.0004
C  3.28236  -0.16755  -0.89091  0.0020
C  4.55446  -0.67922  -0.74855  -0.0004
C  4.75897  -1.77303  0.08591  0.0032
C  3.67751  -2.31424  0.76585  0.0005
C  2.43152  -1.74727  0.59304  0.0019
N  2.23535  -0.70125  -0.22749  0.0059
H  -0.15547  -0.01324  -4.90681  0.0000
H  1.21955  -1.12812  -4.96114  0.0000
H  1.43684  0.54379  -5.48143  0.0002
H  3.15219  0.73168  -3.86711  0.0000
H  2.25597  1.70428  -1.29574  0.0000
H  3.88509  1.62504  -1.89781  -0.0001
H  5.38137  -0.22200  -1.27645  -0.0001
H  5.75110  -2.18805  0.20811  0.0001
H  3.79369  -3.15952  1.42994  0.0001
H  1.56315  -2.12087  1.11958  0.0002

**LUMO energy (alpha / beta)**: -10.66 / -12.81 eV
**ΔE to the lowest compared entry with this formula, charge and spin**: 0.0 kJ/mol
**Net charge**: +3
**Spin multiplicity**: 2

=====

C22H21ClFeN4O5 | wB97M-V/def2-TZVPD

Last column: Löwdin spin population.
Geometry (Å):
Fe  1.78804  0.41971  -0.05290  4.2393
N  3.44997  0.39054  1.17798  0.0988
C  3.65601  1.75452  1.70661  0.0074
C  2.39796  2.63725  1.52881  0.0106
O  2.13060  3.53237  2.32766  0.0324
O  1.65421  2.34004  0.43897  0.2419
H  3.19010  -0.28125  1.89249  0.0032
H  4.28419  0.03098  0.72045  0.0063
H  4.46669  2.23621  1.15760  -0.0004
H  3.90631  1.69860  2.77123  0.0017
C  -4.14270  2.07576  1.58343  0.0001
C  -3.12957  2.30916  2.68927  0.0002
C  -3.04902  3.53569  3.35504  0.0000
C  -2.05934  3.75805  4.31288  0.0002
Cl  -2.04895  5.18300  5.29290  0.0001
C  -1.09404  2.77921  4.55554  0.0000
C  -1.13835  1.53921  3.90646  0.0001
C  -2.18289  1.28299  3.00004  0.0000
O  -2.40245  0.07391  2.35933  0.0021
C  -1.38579  -0.88581  2.05674  0.0051
C  -0.22416  -0.45913  1.12653  0.0164
O  0.95852  -0.73049  1.55285  0.1384
O  -0.41470  0.09333  0.03629  0.0929
H  -4.78415  2.92987  1.36599  0.0000
H  -4.78501  1.20286  1.83032  0.0000
H  -3.63204  1.79767  0.64579  0.0000
H  -3.75186  4.33741  3.11367  0.0000
H  -0.29059  2.95467  5.29079  0.0000
H  -0.39247  0.74698  4.09216  0.0000
H  -1.92298  -1.72210  1.58290  0.0006
H  -0.92560  -1.28071  2.96856  0.0015
C  3.92999  -1.22505  -3.45242  0.0023
C  3.55618  -0.57742  -2.30201  0.0118
N  2.28477  -0.27934  -1.97932  0.0645
C  1.30745  -0.59074  -2.84506  0.0127
C  1.57689  -1.28593  -4.03946  0.0020
C  2.92318  -1.59044  -4.34155  0.0058
C  0.51947  -1.77713  -4.92618  0.0006
C  -0.71380  -2.22062  -4.57356  -0.0005
C  -1.08191  -2.70043  -3.26300  0.0000
C  -2.40854  -3.07776  -3.00060  -0.0002
C  -2.72906  -3.46798  -1.70513  0.0000
N  -1.81621  -3.45672  -0.72717  -0.0002
C  -0.57210  -3.15958  -1.07209  0.0000
N  -0.16941  -2.84489  -2.28701  0.0000
H  5.00317  -1.42526  -3.60419  0.0002
H  4.35682  -0.23660  -1.64022  0.0011
H  0.28715  -0.29420  -2.57293  0.0011
H  3.09722  -2.12245  -5.26790  0.0003
H  0.81871  -1.79630  -5.98985  0.0000
H  -1.54373  -2.24309  -5.29539  0.0000
H  -3.18093  -2.96433  -3.78381  0.0000
H  -3.73253  -3.77751  -1.45113  0.0000
H  0.16130  -3.16674  -0.26641  -0.0001

**LUMO energy (alpha / beta)**: -4.00 / -5.70 eV
**ΔE to the lowest compared entry with this formula, charge and spin**: 0.0 kJ/mol
**Net charge**: +1
**Spin multiplicity**: 6

=====

C4H6N2O | wB97M-V/def2-TZVPD

Last column: Mulliken charge in e.
Geometry (Å):
C  2.05133  0.47095  0.12691  -1.0359
C  0.61750  0.06879  -0.00042  0.6475
C  0.09263  -1.18440  0.08013  -0.5681
N  -1.28947  -1.01673  -0.00123  -0.0196
C  -1.49178  0.31248  -0.13106  0.3493
O  -2.74360  0.78424  -0.25990  -0.5013
N  -0.39277  1.01069  -0.13970  -0.6456
H  2.26522  0.79059  1.15371  0.2293
H  2.28843  1.30703  -0.53639  0.3044
H  2.71799  -0.36501  -0.10773  0.2983
H  0.56993  -2.15225  0.11817  0.3731
H  -2.01710  -1.69917  0.13777  0.2010
H  -2.64876  1.72877  -0.44940  0.3676

**LUMO energy**: 0.82 eV
**ΔE to the lowest compared entry with this formula, charge and spin**: 26.1 kJ/mol

=====

C27H16Cl3N3O4PdS2Si | wB97M-V/def2-TZVPD

Last column: Mulliken charge in e.
Geometry (Å):
Pd  -0.25017  -0.39059  0.47298  0.4447
O  1.51933  -1.79557  -1.78370  -0.4034
C  2.46444  -2.35096  -1.29210  -0.3910
C  2.43444  -3.65719  -0.59180  1.1529
C  3.66452  -4.28731  -0.47733  -0.4516
C  3.76748  -5.57256  0.01363  -0.3834
C  2.63774  -6.26762  0.42356  -0.3895
C  1.41751  -5.64271  0.35727  -0.4814
C  1.27789  -4.32579  -0.12481  0.1001
O  0.04257  -3.86485  -0.08139  -0.0431
N  5.07243  -6.21779  0.08363  1.0048
O  5.12212  -7.36825  0.49237  -0.6510
O  6.05160  -5.58492  -0.27031  -0.6400
H  3.48631  -1.94073  -1.40877  0.2536
H  4.56013  -3.76818  -0.79309  0.4523
H  2.73599  -7.27834  0.79123  0.4507
H  0.51842  -6.14065  0.69283  0.4672
S  4.84127  2.50046  0.30134  -0.1752
C  6.06824  3.71629  0.23707  -0.4598
C  5.51377  4.95581  0.20331  -0.4495
C  4.09356  4.94131  0.23154  -0.5380
C  3.54748  3.67082  0.28921  0.4518
C  2.16401  3.28768  0.30637  0.3546
C  1.76725  1.95675  0.42744  -0.4687
N  0.51998  1.53669  0.40483  -0.1954
C  -0.51157  2.47091  0.20667  0.0512
C  -0.19130  3.88106  0.16683  0.6256
C  -1.32646  4.78382  0.06532  -0.9431
C  -2.58807  4.32856  -0.02749  -1.0099
C  -2.90079  2.90795  -0.04803  0.7815
C  -4.15569  2.40459  -0.12426  -0.6552
C  -4.36727  0.97617  -0.12838  0.0365
C  -3.23292  0.17311  -0.09256  0.1678
N  -1.98584  0.60748  -0.00250  -0.5908
C  -1.77051  2.00832  0.05403  -0.5940
C  -5.67638  0.37866  -0.14879  0.5831
C  -6.06208  -0.94773  -0.07182  -0.4925
C  -7.46645  -1.13395  -0.08669  -0.4586
C  -8.17306  0.02648  -0.17289  -0.4739
S  -7.10103  1.37792  -0.24141  -0.2476
C  1.10603  4.27023  0.21316  -0.2945
H  7.10955  3.43941  0.22543  0.3873
H  6.10184  5.86413  0.15943  0.3254
H  3.48875  5.83609  0.21470  0.3103
H  2.50808  1.17817  0.59309  0.2224
H  -1.12697  5.85129  0.07273  0.3344
H  -3.42004  5.02387  -0.08749  0.3252
H  -5.00141  3.08298  -0.18470  0.3140
H  -3.34942  -0.90081  -0.17146  -0.1539
H  -5.35523  -1.76208  0.00133  0.4221
H  -7.93696  -2.10705  -0.02507  0.3523
H  -9.24031  0.17306  -0.19421  0.3944
H  1.34421  5.32804  0.18113  0.2364
Cl  -1.64739  -2.43343  -2.00998  -0.3776
Si  -0.97049  -2.49593  0.01868  0.3455
Cl  -2.63135  -3.49957  0.87237  -0.3616
Cl  1.49223  -1.20350  1.86751  -0.5738

**LUMO energy**: 3.28 eV
**ΔE to the lowest compared entry with this formula, charge and spin**: 0.0 kJ/mol
**Net charge**: -2

=====

C37H35ClN2S2Si2Tb | wB97M-V/def2-TZVPD

Last column: Löwdin spin population.
Geometry (Å):
C  -2.22544  -0.70862  4.14734  -0.0109
C  -2.88644  -0.34113  2.93627  -0.0100
C  -2.62809  -1.37116  1.98175  -0.0067
H  -3.54789  0.51173  2.82291  0.0001
C  -1.81541  -2.36887  2.60429  -0.0107
C  -1.58726  -1.94950  3.94624  -0.0081
H  -1.09204  -2.53081  4.72273  0.0000
H  -2.27869  -0.16580  5.08513  0.0000
H  -3.03867  -1.42247  0.95846  0.0007
H  -1.48934  -3.32125  2.18174  -0.0001
Tb  -0.34697  -0.36453  2.42284  4.1038
Si  -1.20029  -0.94956  -2.44632  0.0352
C  -0.77641  0.62836  -3.38172  0.0242
C  0.43905  0.68707  -4.11154  0.0438
H  1.12717  -0.15736  -4.12010  0.0239
C  0.72287  1.81435  -4.88851  0.0227
H  1.70026  1.90169  -5.36012  0.0025
C  -0.21396  2.83759  -4.98521  -0.0020
H  0.02584  3.73350  -5.56434  -0.0004
C  -1.43921  2.75117  -4.31623  0.0163
H  -2.16800  3.57185  -4.37779  0.0011
C  -1.71176  1.64194  -3.49894  0.0030
H  -2.65854  1.56712  -2.96132  0.0001
C  -0.74421  -2.16256  -3.94638  0.0036
C  -1.28342  -1.85933  -5.22794  0.0003
H  -2.18440  -1.22105  -5.32315  0.0000
C  -0.64770  -2.23264  -6.41832  0.0002
H  -1.02577  -1.89424  -7.39416  0.0000
C  0.50648  -3.02424  -6.38143  0.0004
H  1.06897  -3.23216  -7.29736  0.0000
C  0.95065  -3.49595  -5.13292  0.0004
H  1.82508  -4.14776  -5.09599  0.0001
C  0.29221  -3.12057  -3.95098  0.0034
H  0.65617  -3.55074  -3.00359  0.0018
H  -2.60688  -0.74497  -2.04536  0.0002
Si  2.56546  0.73260  -1.92828  0.5748
C  1.58405  -0.75986  -1.21235  0.2541
C  0.04237  -0.87950  -1.01316  0.0887
H  -0.30402  -0.07960  -0.31913  0.0388
C  -0.45332  -2.22874  -0.63611  0.2823
H  -1.52082  -2.47787  -0.76844  0.0120
C  0.38907  -3.11421  0.02354  0.0179
H  -0.06389  -4.02329  0.46241  -0.0021
C  1.74854  -2.85980  0.06946  0.2484
H  2.36818  -3.56130  0.64021  0.0133
C  2.32264  -1.79777  -0.65330  0.0375
H  3.41733  -1.79801  -0.71738  -0.0034
C  1.57898  2.20870  -1.33797  0.0799
C  0.67872  2.03146  -0.27891  0.0245
H  1.00737  1.35567  0.55825  0.0037
C  -0.55582  2.66390  -0.29579  0.0062
H  -1.39915  2.24510  0.25152  0.0017
C  -0.74773  3.79069  -1.09856  0.0080
H  -1.69762  4.32437  -1.08522  0.0006
C  0.32839  4.21311  -1.88712  0.0019
H  0.20707  5.11069  -2.47412  -0.0003
C  1.49740  3.44996  -1.99370  0.0192
H  2.29571  3.79621  -2.64819  0.0017
H  3.85864  0.82720  -1.35594  0.0773
Cl  2.19539  0.13663  2.22339  -0.0063
C  -1.63720  3.40225  2.93309  0.0001
C  -0.83661  2.82570  4.04423  0.0009
N  -0.22199  1.64062  4.05069  -0.0127
C  0.49859  1.45919  5.23693  -0.0006
C  0.49394  2.56953  6.07657  -0.0005
S  -0.55319  3.81784  5.47813  -0.0001
C  1.14899  0.18781  5.52632  -0.0006
C  2.01873  -0.07966  6.58107  -0.0001
S  2.65379  -1.69999  6.43824  -0.0002
C  1.67656  -1.94427  5.01203  0.0001
N  0.94756  -0.90212  4.67118  -0.0095
C  1.71685  -3.21177  4.23481  0.0017
H  -1.89371  4.42893  3.22152  0.0000
H  -1.03425  3.45531  2.00805  0.0001
H  -2.56396  2.81561  2.77448  0.0001
H  1.01771  2.60345  7.02172  -0.0001
H  2.24983  0.59282  7.39437  0.0000
H  2.50697  -3.81684  4.69604  0.0000
H  0.78119  -3.73218  4.30304  0.0000
H  1.96930  -3.02765  3.19242  0.0020

**LUMO energy (alpha / beta)**: -4.03 / -3.73 eV
**ΔE to the lowest compared entry with this formula, charge and spin**: 701.5 kJ/mol
**Net charge**: +1
**Spin multiplicity**: 7

=====

C4H5IN2 | wB97M-V/def2-TZVPD

Last column: Löwdin spin population.
Geometry (Å):
C  0.70476  -1.72666  -0.04215  0.0999
C  -0.30802  0.39821  -1.44303  0.6194
C  -0.37440  0.12395  1.35104  0.0476
C  0.65930  -0.44357  0.35436  0.5159
N  0.54156  -2.79511  -0.48131  0.2754
N  -0.39803  1.60285  -1.36647  0.2307
I  2.63342  0.44732  0.56595  0.0690
H  -0.53286  -0.50181  -1.95124  0.0635
H  -1.04352  -0.70090  1.75601  0.0026
H  0.01201  0.51876  2.29549  0.0104
H  -0.90072  0.99062  0.93746  0.0139
H  -0.99351  2.08636  -1.97611  0.0517

**LUMO energy (alpha / beta)**: -0.23 / -2.40 eV
**ΔE to the lowest compared entry with this formula, charge and spin**: 126.4 kJ/mol
**Spin multiplicity**: 3

=====

C7H17NS | wB97M-V/def2-TZVPD

Last column: Mulliken charge in e.
Geometry (Å):
C  4.81312  0.42511  -0.35738  -0.3842
C  5.49362  1.09514  0.57429  -0.4566
C  -4.44187  0.08227  0.63266  -1.0049
C  -3.29956  0.08700  -0.34345  -0.7529
C  -1.86620  0.01835  0.35857  -0.6910
C  -0.61768  0.38356  -0.49578  -0.7938
C  0.68448  0.27894  0.25394  -0.4648
N  1.31132  -2.19980  -0.69200  -0.5577
S  1.07546  -1.37115  0.81721  -0.0468
H  4.17134  -0.51457  -0.16936  0.0748
H  5.55454  0.77289  1.54497  0.2786
H  5.90640  2.10424  0.42122  0.2098
H  0.41462  -2.57613  -0.88961  0.2398
H  -4.31616  -0.86974  1.14238  0.2647
H  -5.43684  0.07419  -0.00214  0.2754
H  -4.26542  1.01035  1.18705  0.3278
H  -3.51162  -0.66716  -1.06437  0.4094
H  -3.19896  0.89993  -1.03712  0.4485
H  -2.02583  0.74835  1.15119  0.2742
H  -1.64323  -0.92089  0.69303  0.4969
H  -0.91897  1.48076  -0.83733  0.3019
H  -0.69052  -0.31513  -1.30350  0.3741
H  1.54427  0.73258  -0.46786  0.2226
H  0.57398  1.02815  1.02774  0.4050
H  1.98825  -2.93453  -0.64268  0.2692
H  4.70377  0.75276  -1.33196  0.2798

**LUMO energy**: 0.70 eV
**ΔE to the lowest compared entry with this formula, charge and spin**: 285.4 kJ/mol

=====

C13H17BO6PdSe2 | wB97M-V/def2-TZVPD

Last column: Mulliken charge in e.
Geometry (Å):
Pd  -0.56463  -1.21731  -0.29241  -0.0713
O  3.38523  -2.00648  2.97677  -0.5075
C  3.42463  -0.71446  2.39279  -1.4752
C  2.24068  -0.55418  1.40963  2.1335
C  2.38785  0.87457  0.87117  -1.2641
O  1.43400  1.09724  -0.13092  -0.1141
C  0.97972  -0.77549  2.27983  -1.5214
Se  -0.82596  -0.08757  1.78323  -0.3352
C  2.47289  -1.63610  0.34389  -1.5766
Se  1.48449  -1.87325  -1.37970  -0.1044
H  4.12075  -2.09645  3.58803  0.3259
H  4.36513  -0.56105  1.85095  0.4844
H  3.34235  0.05960  3.16520  0.4994
H  3.40601  0.99327  0.47549  0.4504
H  2.27639  1.58186  1.70408  0.4288
H  1.51090  1.98063  -0.50283  0.2581
H  1.12878  -0.27884  3.23963  0.5035
H  0.89490  -1.83810  2.49957  0.5623
H  2.42432  -2.59739  0.85053  0.5982
H  3.48866  -1.53007  -0.04437  0.4337
C  -0.77853  -4.11689  0.40914  -0.4133
O  -1.26391  -3.90467  -0.91848  -0.3738
C  -1.06943  -2.71434  -1.52641  0.7260
O  -1.39292  -2.52147  -2.64822  -0.4923
H  -0.84251  -5.18828  0.57390  0.3044
H  -1.39634  -3.58854  1.13683  0.2578
H  0.26463  -3.80446  0.48464  0.0712
O  -2.74728  0.65512  -0.80823  -0.2881
B  -1.36337  0.51880  -0.83860  0.8297
O  -0.76618  1.62823  -1.42536  -0.4658
C  -1.80469  2.45589  -1.76757  0.6687
C  -1.75923  3.68745  -2.38262  -0.9052
C  -2.98005  4.31648  -2.60895  -0.5704
C  -4.18178  3.72737  -2.23381  -0.4667
C  -4.21904  2.48080  -1.61575  -0.9588
C  -3.00647  1.86789  -1.39527  0.6985
H  -0.81952  4.13514  -2.67681  0.4478
H  -2.99296  5.28585  -3.08963  0.3812
H  -5.11001  4.24856  -2.42729  0.3782
H  -5.14751  2.01066  -1.32205  0.4622

**LUMO energy**: -1.10 eV
**ΔE to the lowest compared entry with this formula, charge and spin**: 70.7 kJ/mol